Here is the molecule C7H12 in a non-equilibrium geometry from the OMol25 dataset. Energies are from ωB97M-V/def2-TZVPD.

## Properties
Energy above the lowest of the compared OMol25 structures with the same formula, charge and spin ... 130.0 kJ/mol
Structure (SMILES) ... C=C/C=C(/C)CC
Energy ... -7452.08412 eV
Orbital gap ... 9.3 eV
E_LUMO ... 1.0 eV

Structure (ORCA input):
```
! RIJCOSX wB97M-V def2-TZVPD def2/J DEFGRID3
* xyz 0 1
C -2.40 -0.11 2.11
C -1.26 0.15 1.46
C -1.05 -0.21 0.05
C 0.15 -0.25 -0.55
C 0.24 -0.76 -1.95
C 1.43 0.18 0.12
C 2.37 0.91 -0.83
H -2.44 0.14 3.16
H -3.21 -0.70 1.70
H -0.38 0.28 2.07
H -1.94 -0.18 -0.58
H -0.72 -0.89 -2.46
H 0.68 0.02 -2.57
H 0.86 -1.64 -2.11
H 1.26 0.78 1.00
H 2.02 -0.70 0.39
H 2.75 0.28 -1.64
H 1.86 1.71 -1.39
H 3.19 1.44 -0.34
*
```

Atom charges from the Löwdin analysis, given in e for atoms 1 to 5: atom 1 (C): -0.0019, atom 2 (C): -0.1831, atom 3 (C): -0.0896, atom 4 (C): -0.2938, atom 5 (C): -0.0703

Here is the molecule C7H12 in a non-equilibrium geometry from the OMol25 dataset. Energies are from ωB97M-V/def2-TZVPD.

## Properties
Energy above the lowest of the compared OMol25 structures with the same formula, charge and spin ... 338.6 kJ/mol
Structure (SMILES) ... CC[C@]1(C)C=C1C
Energy ... -7449.92168 eV
Orbital gap ... 9.4 eV
E_LUMO ... 0.9 eV

Structure (ORCA input):
```
! RIJCOSX wB97M-V def2-TZVPD def2/J DEFGRID3
* xyz 0 1
C -1.57 0.14 1.85
C -1.07 0.43 0.41
C 0.27 -0.17 0.22
C 0.48 -1.68 0.39
C 1.46 0.66 0.24
C 1.13 0.51 -1.03
C 0.84 0.75 -2.44
H -1.61 -0.88 1.89
H -2.57 0.67 2.06
H -0.89 0.40 2.71
H -1.01 1.58 0.47
H -1.70 0.25 -0.45
H 0.23 -2.27 -0.55
H -0.07 -2.04 1.35
H 1.47 -1.86 0.57
H 2.26 1.05 0.85
H 0.00 1.51 -2.53
H 0.59 -0.14 -3.03
H 1.75 1.08 -3.00
*
```

Atom charges from the Löwdin analysis, given in e for atoms 1 to 5: atom 1 (C): -0.1112, atom 2 (C): -0.2264, atom 3 (C): -0.4383, atom 4 (C): -0.0380, atom 5 (C): -0.0026

Here is a cluster of 2 separate species, C7H12 in total from the OMol25 dataset. Energies are from ωB97M-V/def2-TZVPD.

## Properties
Energy above the lowest of the compared OMol25 structures with the same formula, charge and spin ... 511.5 kJ/mol
Energy ... -7448.13043 eV
Orbital gap ... 8.8 eV
E_LUMO ... 0.9 eV

Structure (ORCA input):
```
! RIJCOSX wB97M-V def2-TZVPD def2/J DEFGRID3
* xyz 0 1
C 2.24 1.68 -1.52
C 0.04 0.89 -0.26
C -0.45 -0.33 -0.96
C -0.79 -0.58 0.53
C -2.13 -0.52 1.18
C -1.37 -1.82 1.14
C 0.50 0.17 0.96
H 2.27 2.10 -2.53
H 2.50 0.62 -1.59
H 2.98 2.17 -0.89
H 1.22 1.88 -1.10
H -1.26 -0.16 -1.68
H 0.23 -1.12 -1.30
H -3.00 -0.42 0.53
H -2.21 0.00 2.13
H -1.70 -2.60 0.46
H -0.92 -2.18 2.06
H 1.34 -0.54 0.94
H 0.50 0.76 1.88
*
```

Atom charges from the Löwdin analysis, given in e for atoms 1 to 5: atom 1 (C): -0.0408, atom 2 (C): -0.0376, atom 3 (C): -0.1324, atom 4 (C): -0.4552, atom 5 (C): -0.0796